Record 1
80
Properties=species:S:1:pos:R:3:lowdin_charge:R:1 method="wB97M-V/def2-TZVPD" multiplicity=1 max_force_ev_per_a=4.74 gap_ev=3.0 total_charge=+2
Sc -0.41 0.06 0.24 1.16
C 0.62 3.29 2.21 -0.05
C -0.77 3.20 1.72 -0.57
N -1.35 2.21 1.02 0.03
C -2.80 2.33 1.15 -0.29
C -3.16 3.50 1.67 -0.32
S -1.84 4.46 2.22 1.18
C -3.88 1.34 0.91 -0.13
C -5.05 1.27 1.62 -0.28
S -6.18 0.12 0.95 1.19
C -5.26 -0.04 -0.52 -0.44
N -4.00 0.52 -0.39 -0.01
C -5.77 -0.87 -1.59 -0.05
H 1.09 2.36 2.41 0.06
H 0.47 3.81 3.16 0.08
H 1.32 3.96 1.64 0.13
H -4.17 3.84 1.80 0.09
H -5.13 1.66 2.63 0.12
H -6.71 -0.57 -2.03 0.11
H -5.97 -1.87 -1.29 0.10
H -5.04 -0.97 -2.43 0.11
C -0.02 3.34 -2.96 -0.06
C 0.97 2.27 -3.44 -0.37
C 0.26 1.15 -4.18 -0.05
C 2.01 1.89 -2.38 -0.10
C 3.03 2.91 -2.18 -0.05
C 3.98 2.78 -1.25 -0.06
C 4.05 1.56 -0.50 -0.01
C 3.26 0.49 -0.83 -0.14
C 3.64 -0.85 -0.23 -0.37
C 4.29 -0.83 1.12 -0.09
C 4.59 -1.67 -1.13 -0.02
C 2.08 0.75 -1.57 -0.20
N 1.08 -0.22 -1.43 0.02
C 1.07 -1.36 -2.14 -0.21
C 1.87 -1.71 -3.28 0.00
C 1.67 -2.94 -3.97 -0.05
C 0.78 -3.89 -3.53 -0.04
C -0.11 -3.57 -2.49 0.00
C 0.07 -2.39 -1.86 -0.14
F -0.71 -2.03 -0.77 -0.01
H -0.55 3.77 -3.81 0.09
H 0.54 4.17 -2.50 0.08
H -0.67 3.08 -2.09 0.07
H 1.66 2.77 -4.18 0.15
H -0.53 0.71 -3.55 0.07
H 0.94 0.31 -4.46 0.08
H -0.22 1.56 -5.04 0.08
H 2.88 3.79 -2.81 0.12
H 4.62 3.65 -1.12 0.12
H 4.82 1.46 0.29 0.12
H 2.69 -1.36 -0.05 0.11
H 5.33 -1.04 1.07 0.07
H 3.93 -1.60 1.83 0.09
H 4.22 0.13 1.69 0.09
H 5.51 -1.08 -1.26 0.10
H 4.13 -2.01 -2.09 0.07
H 4.78 -2.58 -0.60 0.08
H 2.59 -1.01 -3.69 0.12
H 2.20 -3.09 -4.93 0.13
H 0.74 -4.91 -3.93 0.13
H -0.94 -4.18 -2.19 0.13
O 0.91 -0.12 1.85 -0.15
C 0.78 -0.77 2.98 -0.07
C -0.33 -1.50 3.42 -0.10
C -0.24 -2.20 4.65 0.09
C -1.39 -2.74 5.25 -0.14
C -2.56 -2.91 4.51 0.06
C -2.68 -2.20 3.34 0.01
C -1.61 -1.58 2.68 -0.29
O -1.65 -1.14 1.47 -0.13
N -1.35 -3.02 6.66 -0.35
O -2.44 -3.31 7.14 0.10
O -0.29 -2.88 7.26 0.09
H 1.70 -0.68 3.59 0.16
H 0.73 -2.29 5.22 0.16
H -3.48 -3.16 5.01 0.13
H -3.64 -2.15 2.80 0.13
O -1.87 0.42 -1.08 -0.17
N -3.13 0.38 -1.43 0.13

Record 2
78
Properties=species:S:1:pos:R:3:mulliken_spin:R:1 method="wB97M-V/def2-TZVPD" multiplicity=4 max_force_ev_per_a=1.22 gap_ev="6.3 / 6.2"
Re -0.73 0.44 -1.75 2.40
S 6.10 1.73 -2.39 0.01
C 4.48 1.71 -2.12 0.00
S 3.32 2.27 -3.26 0.00
C 1.90 1.87 -2.34 0.07
C 2.09 1.31 -1.12 0.03
S 0.81 0.80 -0.03 0.15
S 3.77 1.05 -0.68 0.00
S 0.30 2.13 -3.00 0.04
C -2.24 3.36 -1.17 0.01
N -2.30 1.89 -1.13 -0.13
C -3.37 1.34 -0.66 0.02
C -3.42 -0.08 -0.60 0.01
C -4.35 -1.00 -0.15 0.09
C -3.76 -2.27 -0.33 -0.02
C -2.51 -2.06 -0.89 0.08
N -2.30 -0.72 -1.06 0.00
C -1.63 3.95 0.08 0.00
C -0.26 4.18 0.16 0.00
C 0.31 4.68 1.32 0.00
C -0.50 4.98 2.41 0.00
C -1.87 4.76 2.34 0.00
C -2.42 4.24 1.18 0.00
H -3.25 3.75 -1.31 0.00
H -1.65 3.64 -2.03 0.01
H -4.20 1.95 -0.32 0.00
H -5.32 -0.78 0.27 0.00
H -4.19 -3.23 -0.09 0.00
H -1.76 -2.77 -1.19 0.00
H 0.37 3.94 -0.69 -0.01
H 1.37 4.85 1.37 0.00
H -0.06 5.38 3.32 0.00
H -2.50 4.98 3.19 0.00
H -3.49 4.07 1.13 0.00
C 0.79 1.26 3.80 0.00
N -0.08 0.12 4.06 0.00
C 0.62 -1.03 4.60 0.00
C -1.34 0.06 3.56 0.00
S -1.88 1.06 2.34 0.00
N -2.12 -0.93 4.10 0.00
C -3.36 -1.29 3.42 0.00
C -2.22 -1.05 5.55 0.00
H 1.34 1.50 4.72 0.00
H 0.20 2.11 3.49 0.00
H 1.51 1.03 3.01 0.01
H 1.54 -1.18 4.04 0.00
H 0.00 -1.92 4.51 0.00
H 0.89 -0.88 5.65 0.00
H -3.19 -1.39 2.35 0.00
H -4.14 -0.53 3.57 0.00
H -3.70 -2.24 3.83 0.00
H -1.40 -0.52 6.04 0.00
H -2.19 -2.10 5.86 0.00
H -3.16 -0.61 5.90 0.00
N 0.31 -0.96 -2.34 -0.01
C 1.24 -1.73 -2.72 0.00
C 2.07 -1.31 -3.88 0.02
C 1.48 -0.74 -5.00 0.04
C 2.27 -0.24 -6.02 -0.02
C 3.66 -0.28 -5.91 0.02
C 4.25 -0.83 -4.78 -0.01
C 3.46 -1.36 -3.77 0.03
C 1.57 -2.96 -1.95 0.04
C 1.18 -3.06 -0.61 0.03
C 1.45 -4.22 0.10 -0.02
C 2.10 -5.28 -0.51 0.04
C 2.49 -5.18 -1.84 -0.02
C 2.22 -4.03 -2.56 0.04
H 0.40 -0.68 -5.07 0.00
H 1.81 0.20 -6.90 0.00
H 4.27 0.13 -6.70 0.00
H 5.33 -0.84 -4.68 0.00
H 3.92 -1.77 -2.88 0.00
H 0.68 -2.23 -0.13 0.03
H 1.15 -4.29 1.14 0.00
H 2.31 -6.18 0.04 0.00
H 2.99 -6.01 -2.33 0.00
H 2.52 -3.95 -3.60 0.00

Record 3
73
Properties=species:S:1:pos:R:3:lowdin_charge:R:1 method="wB97M-V/def2-TZVPD" multiplicity=1 max_force_ev_per_a=5.18 gap_ev=7.7
C 0.84 -3.51 3.31 -0.21
C -0.62 -3.49 2.83 -0.18
C -1.39 -2.22 3.24 -0.14
N -0.63 -0.96 3.04 -0.11
C -1.33 0.20 2.95 -0.05
C -0.82 1.50 2.88 -0.08
C -1.61 2.67 2.69 -0.15
C -1.06 3.64 1.74 -0.20
C -1.90 4.63 1.14 -0.06
C -1.42 5.70 0.40 -0.09
C -0.07 5.74 0.01 -0.08
C 0.76 4.65 0.37 -0.09
C 0.26 3.63 1.18 -0.03
C 0.72 -0.97 3.52 -0.17
C 1.54 -2.19 3.02 -0.18
H 0.85 -3.71 4.40 0.11
H 1.37 -4.33 2.82 0.11
H -0.65 -3.59 1.73 0.11
H -1.16 -4.37 3.24 0.11
H -2.31 -2.16 2.65 0.12
H -1.69 -2.34 4.30 0.13
H -2.40 0.07 2.95 0.11
H 0.28 1.56 2.79 0.09
H -2.75 2.41 2.39 0.14
H -2.98 4.53 1.29 0.11
H -2.08 6.52 0.15 0.11
H 0.32 6.58 -0.57 0.10
H 1.80 4.66 0.02 0.10
H 0.96 2.81 1.41 0.10
H 1.26 -0.08 3.17 0.11
H 0.77 -0.98 4.63 0.14
H 2.53 -2.18 3.50 0.11
H 1.70 -2.08 1.94 0.12
C 0.81 5.21 6.75 -0.09
C 0.53 5.77 5.49 -0.07
C -0.42 5.20 4.65 -0.06
C -1.20 4.12 5.04 -0.25
C -2.35 3.69 4.18 -0.26
S -3.51 2.66 5.23 0.74
C -5.09 2.28 4.45 -0.28
C -6.26 2.44 5.19 -0.06
C -7.49 2.18 4.59 -0.06
C -7.54 1.71 3.27 -0.07
C -6.36 1.49 2.57 -0.06
C -5.13 1.73 3.17 -0.07
O -2.82 1.39 5.42 -0.31
O -3.91 3.44 6.39 -0.31
S -3.41 5.24 3.96 0.76
C -3.78 6.33 5.37 -0.23
C -4.93 6.13 6.15 -0.06
C -5.25 7.02 7.18 -0.07
C -4.47 8.16 7.40 -0.08
C -3.37 8.40 6.57 -0.07
C -3.05 7.51 5.55 -0.05
O -2.67 6.15 3.09 -0.34
O -4.70 4.76 3.49 -0.32
C -0.84 3.49 6.27 -0.03
C 0.12 4.06 7.11 -0.08
H 1.57 5.66 7.42 0.11
H 1.10 6.65 5.16 0.11
H -0.48 5.53 3.62 0.10
H -6.22 2.80 6.21 0.11
H -8.41 2.36 5.16 0.11
H -8.51 1.53 2.79 0.11
H -6.38 1.13 1.53 0.11
H -4.21 1.51 2.65 0.08
H -5.56 5.27 5.97 0.10
H -6.12 6.82 7.81 0.11
H -4.73 8.86 8.20 0.11
H -2.77 9.31 6.71 0.11
H -2.20 7.72 4.89 0.11
H -1.23 2.51 6.52 0.09
H 0.34 3.57 8.06 0.10

Total energy: -3583.5267, -4018.5083, -2429.2267 (Ha)
ΔE to the lowest compared entry with this formula, charge and spin: 3.854, 0.446, 1.007 (eV)